No. 1
27
Properties=species:S:1:pos:R:3 method="wB97M-V/def2-TZVPD" lumo_ev="-4.483 / -4.633" e_homo_ev="-12.95 / -12.80" multiplicity=1 de_lowest_kj_mol=827.38 charge=+1 homo_lumo_gap_ev="8.465 / 8.165"
C -2.23 -2.65 -0.49
C -1.71 -1.70 -0.05
C -2.92 1.18 -0.29
C 1.33 -1.40 0.56
C -1.56 1.68 -0.27
C -2.08 0.63 0.84
C -0.61 0.49 -0.82
C 1.88 -0.45 -0.55
C -1.17 -0.42 0.30
C 0.24 -0.49 1.05
C 0.88 0.70 -0.34
C 3.21 0.17 -0.45
N 0.85 0.81 1.11
H -2.27 -3.63 -0.95
H -3.74 1.88 -0.08
H -3.20 0.45 -1.15
H 0.82 -2.24 0.05
H 2.00 -1.66 1.35
H -1.30 2.66 -0.07
H -2.24 0.96 1.86
H -0.65 0.32 -1.94
H 1.63 -0.90 -1.57
H 3.33 1.21 -1.00
H 4.01 -0.42 -0.84
H 3.40 0.54 0.65
H 0.30 1.55 1.52
H 1.81 0.72 1.57

=====

No. 2
78
Properties=species:S:1:pos:R:3 method="wB97M-V/def2-TZVPD" lumo_ev="-1.867 / -4.108" e_homo_ev="-8.21 / -10.66" multiplicity=6 de_lowest_kj_mol=0.00 charge=+1 homo_lumo_gap_ev="6.344 / 6.557"
Ru 0.05 0.13 -0.83
C -0.99 -1.35 0.53
C 0.33 -1.74 0.05
C 0.58 -0.32 1.88
C -0.79 -0.53 1.70
C 1.30 -0.94 0.81
C -2.27 -1.99 0.16
H -2.21 -2.45 -0.82
H -3.08 -1.25 0.15
H -2.55 -2.78 0.89
C -1.86 -0.11 2.64
H -2.84 -0.49 2.31
H -1.94 0.99 2.69
H -1.66 -0.47 3.66
C 1.22 0.29 3.07
H 1.15 -0.38 3.94
H 0.74 1.24 3.35
H 2.28 0.50 2.88
C 2.77 -1.06 0.73
H 3.16 -1.75 1.49
H 3.24 -0.08 0.89
H 3.08 -1.43 -0.26
C 0.67 -2.98 -0.70
H 0.96 -3.80 -0.03
H 1.53 -2.80 -1.36
H -0.18 -3.33 -1.29
C -1.53 1.54 -5.60
C -1.78 0.22 -5.72
C -1.16 -0.65 -6.78
C 0.31 -0.33 -7.14
C 1.18 0.05 -5.98
C 1.48 1.34 -5.68
C 0.76 2.53 -6.25
C -0.74 2.33 -6.60
H -1.74 -0.58 -7.73
H 0.35 0.41 -7.95
H -1.24 -1.70 -6.48
H -0.83 1.92 -7.61
H -2.07 2.13 -4.84
H -2.61 -0.24 -5.17
H -1.18 3.33 -6.66
H 0.85 3.36 -5.53
H 2.35 1.59 -5.07
H 1.26 2.88 -7.17
H 0.74 -1.25 -7.59
H 1.71 -0.78 -5.51
P -1.43 0.25 -2.51
C -3.04 1.05 -2.47
C -1.32 -1.39 -3.30
P 1.66 0.87 -2.26
C 0.02 1.27 -3.13
C 2.62 -0.41 -3.09
C 2.66 2.34 -1.96
H -3.04 1.83 -1.69
H -3.79 0.29 -2.20
H -3.31 1.50 -3.43
H -0.97 -1.33 -4.34
H -2.32 -1.84 -3.29
H -0.63 -2.02 -2.73
H 2.83 2.91 -2.89
H 3.63 2.03 -1.54
H 2.14 2.96 -1.22
H -0.19 2.34 -3.09
H 0.09 0.94 -4.17
H 3.51 -0.62 -2.46
H 2.96 -0.10 -4.08
H 2.02 -1.33 -3.16
C -1.95 3.33 0.26
C -0.45 3.21 0.52
C -0.09 3.27 1.98
O 0.16 2.11 -0.13
H -2.48 2.44 0.63
H -2.13 3.45 -0.81
H -2.34 4.21 0.78
H 0.02 4.09 0.05
H -0.65 2.54 2.57
H 0.98 3.11 2.11
H -0.33 4.27 2.38

=====

What is the multiplicity in the first record?
1